No. 1
Formula: C27H60I2N2O4Si
Source: OMol25
Level of theory: ωB97M-V/def2-TZVPD

XYZ file:
```
96
Properties=species:S:1:pos:R:3
C 0.68 -1.77 0.78
O -0.36 -1.04 1.39
C -0.58 0.26 0.87
C -1.16 1.24 1.90
C -0.85 0.94 3.38
C 0.42 1.56 3.97
C 1.75 1.21 3.28
C 2.23 2.22 2.25
C 3.18 1.63 1.22
C 3.23 2.44 -0.07
C 3.53 1.57 -1.29
C 4.73 0.66 -1.06
C 5.35 0.12 -2.33
C 4.35 -0.46 -3.32
Si 3.93 -2.31 -3.09
N 4.37 -2.78 -1.45
C 2.06 -2.39 -3.33
C 1.39 -3.71 -2.97
C -0.15 -3.71 -3.07
C -0.84 -2.38 -2.80
C -0.95 -2.02 -1.32
N -1.83 -2.95 -0.59
C 4.97 -3.22 -4.41
I 3.85 -3.53 -6.24
C 5.68 -4.52 -4.05
C 6.98 -4.25 -3.30
I 4.47 -5.97 -3.01
H 0.33 -2.79 0.63
H 1.57 -1.81 1.40
H 0.94 -1.36 -0.20
H 0.32 0.68 0.44
H -1.28 0.18 0.03
H -2.24 1.24 1.79
H -0.80 2.24 1.70
H -0.91 -0.12 3.58
H -1.67 1.40 3.93
H 0.30 2.64 3.96
H 0.48 1.20 4.99
H 2.53 1.14 4.04
H 1.65 0.21 2.87
H 2.73 3.02 2.79
H 1.41 2.69 1.72
H 4.18 1.58 1.65
H 2.85 0.62 1.01
H 3.99 3.21 0.00
H 2.27 2.93 -0.22
H 2.64 0.96 -1.43
H 3.64 2.19 -2.17
H 5.49 1.24 -0.53
H 4.43 -0.13 -0.37
H 6.14 -0.58 -2.07
H 5.86 0.95 -2.82
H 4.74 -0.35 -4.33
H 3.41 0.10 -3.32
H 3.88 -2.21 -0.77
H 5.36 -2.66 -1.28
H 1.66 -1.56 -2.76
H 1.86 -2.15 -4.37
H 1.75 -4.44 -3.68
H 1.69 -4.06 -1.99
H -0.52 -4.43 -2.34
H -0.49 -4.07 -4.04
H -0.41 -1.57 -3.37
H -1.86 -2.47 -3.15
H 0.04 -2.02 -0.87
H -1.40 -1.03 -1.26
H -2.23 -3.63 -1.22
H -1.30 -3.46 0.11
H 5.76 -2.53 -4.69
H 5.94 -5.02 -4.97
H 6.91 -3.44 -2.59
H 7.31 -5.15 -2.79
H 7.74 -4.05 -4.05
C -9.27 4.52 3.90
O -8.41 4.04 2.90
C -7.46 5.01 2.48
C -6.19 4.35 1.98
O -5.35 3.87 3.01
C -5.73 2.67 3.68
C -5.58 1.42 2.85
O -6.64 1.28 1.92
C -6.27 0.52 0.79
H -9.90 5.34 3.53
H -9.92 3.69 4.21
H -8.71 4.86 4.78
H -7.22 5.68 3.31
H -7.91 5.59 1.66
H -5.60 5.13 1.48
H -6.41 3.58 1.25
H -6.75 2.75 4.08
H -5.05 2.59 4.53
H -5.58 0.54 3.51
H -4.61 1.46 2.32
H -5.41 0.96 0.28
H -7.12 0.51 0.11
H -6.04 -0.52 1.07
```

Lowest unoccupied orbital energy: 0.3 eV
HOMO energy: -0.33019 Ha
M: 758.681 g/mol
Frontier orbital gap: 9.25 eV

Löwdin analysis output, partial charges in e:
1. C -0.137
2. O -0.153
3. C -0.205
4. C -0.140
5. C -0.193
6. C -0.192
7. C -0.197
8. C -0.207
9. C -0.215
10. C -0.208
11. C -0.217
12. C -0.225
13. C -0.261
14. C -0.239
15. Si 0.435
16. N -0.043
17. C -0.286
18. C -0.276
19. C -0.195
20. C -0.204
21. C -0.301
22. N 0.031
23. C -0.825
24. I 0.861
25. C -0.911
26. C -0.163
27. I 0.858
28. H 0.084
29. H 0.094
30. H 0.067
31. H 0.110
32. H 0.096
33. H 0.086
34. H 0.104
35. H 0.105
36. H 0.099
37. H 0.109
38. H 0.102
39. H 0.108
40. H 0.092
41. H 0.116
42. H 0.089
43. H 0.117
44. H 0.087
45. H 0.114
46. H 0.103
47. H 0.102
48. H 0.118
49. H 0.116
50. H 0.088
51. H 0.091
52. H 0.106
53. H 0.071
54. H 0.058
55. H 0.023
56. H 0.020
57. H 0.060
58. H 0.050
59. H 0.051
60. H 0.087
61. H 0.096
62. H 0.106
63. H 0.099
64. H 0.107
65. H 0.026
66. H 0.089
67. H 0.058
68. H 0.049
69. H 0.035
70. H 0.023
71. H 0.060
72. H 0.052
73. H 0.083
74. C -0.115
75. O -0.197
76. C -0.206
77. C -0.184
78. O -0.128
79. C -0.180
80. C -0.203
81. O -0.197
82. C -0.110
83. H 0.088
84. H 0.088
85. H 0.088
86. H 0.126
87. H 0.128
88. H 0.127
89. H 0.122
90. H 0.121
91. H 0.126
92. H 0.131
93. H 0.111
94. H 0.087
95. H 0.087
96. H 0.090



No. 2
Formula: C3H5NO2
Source: OMol25
Level of theory: ωB97M-V/def2-TZVPD

XYZ file:
```
11
Properties=species:S:1:pos:R:3
C 0.62 1.48 0.61
N 0.78 0.41 -0.27
C -0.30 -0.41 -0.69
C -0.59 -1.60 0.27
O -0.42 -1.39 1.50
O -0.41 1.99 0.92
H 1.62 1.83 0.91
H 1.63 0.46 -0.81
H -1.25 0.17 -0.57
H -0.30 -0.66 -1.75
H -1.37 -2.29 -0.11
```

Multiplicity: 2
Lowest unoccupied orbital energy (spin up / spin down): 4.1 / 4.0 eV
HOMO energy (spin up / spin down): 0.01380 / -0.11909 Ha
Energy above the lowest of the compared OMol25 structures with the same formula, charge and spin: 1.311 eV
Net charge: -1
M: 87.078 g/mol
Frontier orbital gap (spin up / spin down): 3.77 / 7.23 eV
Expectation value of S²: 0.753

Löwdin analysis output, partial charges in e:
1. C -0.392
2. N -0.014
3. C -0.292
4. C -0.508
5. O -0.215
6. O 0.002
7. H 0.109
8. H 0.104
9. H 0.093
10. H 0.083
11. H 0.030



No. 3
Formula: C2H3NOS2
Source: OMol25
Level of theory: ωB97M-V/def2-TZVPD

XYZ file:
```
9
Properties=species:S:1:pos:R:3
C 0.79 -0.73 -0.32
C -0.16 -1.14 0.77
H -1.43 1.27 0.15
H 1.34 0.60 -1.61
H 0.11 -1.98 1.50
N 0.85 0.51 -0.61
O 1.48 -1.50 -0.90
S 0.30 2.00 -0.01
S -1.64 -0.76 0.55
```

Lowest unoccupied orbital energy: -1.6 eV
HOMO energy: -0.32988 Ha
Energy above the lowest of the compared OMol25 structures with the same formula, charge and spin: 3.739 eV
M: 121.186 g/mol
Frontier orbital gap: 7.36 eV

Löwdin analysis output, partial charges in e:
1. C -0.785
2. C -0.548
3. H -0.013
4. H 0.175
5. H 0.101
6. N -0.446
7. O 0.095
8. S 0.601
9. S 0.821



Number 1: electronic energy -64219.305 eV. Number 2: electronic energy -8775.678 eV. Number 3: electronic energy -27327.038 eV.